1.
# CHClN4OP

An isolated ion of composition CHClN4OP and charge -1 at a distorted geometry (ωB97M-V/def2-TZVPD, OMol25).

Structure (XYZ):
```
9
Properties=species:S:1:pos:R:3:nbo_charge:R:1
C 0.014 0.163 -0.373 -0.216
N -0.106 -0.356 -2.400 -0.150
N 0.383 0.570 -1.635 -0.324
N -0.689 -0.989 -0.412 -0.378
N -0.714 -1.268 -1.706 -0.164
O -0.646 0.607 2.070 -0.988
P 0.399 1.165 1.073 1.140
Cl 2.260 0.324 1.723 -0.430
H -0.902 -0.217 1.659 0.510
```

Results
Multiplicity ... 1
LUMO level ... 0.1353 Eh
Energy above the lowest of the compared OMol25 structures with the same formula, charge and spin ... 0.8 kcal/mol
E_HOMO ... -5.3 eV
Charge ... -1

2.
# C15H26ClINOP2Tb

C15H26ClINOP2Tb as an isolated structure at a distorted geometry (ωB97M-V/def2-TZVPD, OMol25).

Structure (XYZ):
```
48
Properties=species:S:1:pos:R:3:lowdin_spin:R:1
C -2.589 -1.966 0.617 0.002
C -1.049 -1.719 0.467 0.005
H -2.793 -2.910 1.050 0.000
H -3.080 -1.914 -0.346 0.000
H -2.977 -1.206 1.291 0.000
O -0.262 -2.422 1.023 0.006
I 1.538 1.717 -1.187 0.725
Tb -3.468 2.461 -0.925 4.866
P -1.603 1.094 2.112 0.018
C -0.120 0.916 3.137 0.004
C -1.889 2.876 2.419 0.013
H -1.993 3.060 3.505 0.000
H -2.616 1.003 4.271 0.000
H -2.810 3.242 1.936 0.013
H -3.772 0.460 3.006 0.000
H 0.755 1.407 2.635 0.001
H -1.045 3.465 2.019 0.000
C -2.738 0.420 3.374 0.001
H -0.316 1.402 4.133 0.001
H -2.477 -0.642 3.561 0.000
H 0.130 -0.177 3.268 0.000
P -1.391 -0.790 -2.292 0.006
C 0.161 -1.612 -2.761 0.003
C -2.429 -2.206 -2.803 0.000
H -2.516 0.727 -3.835 0.005
H -1.569 -0.499 -4.728 0.000
H -0.754 0.906 -3.925 0.000
C -1.575 0.172 -3.837 0.004
H -3.488 -1.959 -2.665 0.000
H -2.216 -2.422 -3.831 0.000
H 0.069 -1.958 -3.820 0.000
H 0.363 -2.479 -2.073 0.000
H -2.195 -3.086 -2.169 0.000
H 1.014 -0.889 -2.664 0.000
Cl -5.601 1.340 -0.839 0.047
N 0.777 -0.131 0.259 0.223
C 1.954 -0.115 0.211 0.059
C 3.373 0.069 0.149 0.013
C 4.112 -0.348 -0.932 -0.004
C 5.486 -0.151 -1.048 0.002
C 6.154 0.538 0.051 -0.008
C 5.380 1.107 1.047 0.000
C 4.007 0.899 1.099 -0.006
H 3.535 -0.818 -1.765 0.000
H 6.042 -0.520 -1.891 0.000
H 7.270 0.584 0.046 0.000
H 5.861 1.696 1.833 0.000
H 3.355 1.378 1.813 0.000
```

Results
Multiplicity ... 7
LUMO level (spin up / spin down) ... -0.3243 / -0.3239 Eh
Expectation value of S² ... 12.50
E_HOMO (spin up / spin down) ... -14.0 / -13.9 eV
Charge ... +2

3.
# H6O3

A 3-piece molecular cluster, H6O3 overall (ωB97M-V/def2-TZVPD, OMol25).

Structure (XYZ):
```
9
Properties=species:S:1:pos:R:3:nbo_charge:R:1
O 1.256 1.075 1.837 -0.938
H 0.644 1.710 1.466 0.469
H 1.399 0.441 1.134 0.469
O -2.978 1.916 -0.162 -0.935
H -2.550 2.439 -0.839 0.467
H -3.092 1.053 -0.561 0.468
O 1.735 -2.584 -1.212 -0.937
H 1.073 -3.224 -0.951 0.469
H 2.514 -2.827 -0.712 0.469
```

Results
Multiplicity ... 1
LUMO level ... 0.0217 Eh
Energy above the lowest of the compared OMol25 structures with the same formula, charge and spin ... 14.1 kcal/mol
E_HOMO ... -11.4 eV
SMILES ... O.O.O
Charge ... 0

4.
# C2H13NO4

A 4-piece molecular cluster, C2H13NO4 overall at a distorted geometry (ωB97M-V/def2-TZVPD, OMol25).

Structure (XYZ):
```
20
Properties=species:S:1:pos:R:3:lowdin_spin:R:1
C -0.551 -1.490 0.175 0.107
N 0.435 -1.675 -0.840 0.665
C 0.999 -0.549 -1.577 0.030
O 0.211 -0.314 -2.717 0.088
H -0.606 -0.436 0.426 0.007
H -0.275 -1.974 1.123 0.048
H -1.510 -1.864 -0.113 0.025
H 0.159 -2.404 -1.510 0.010
H 0.968 0.371 -0.999 0.003
H 2.048 -0.738 -1.816 0.011
H 0.431 -0.971 -3.394 0.001
H -0.901 2.541 2.694 0.000
H 0.116 2.777 1.587 0.000
O 0.000 2.317 2.424 0.000
H -1.344 1.561 -1.291 0.000
H -2.745 1.023 -1.279 0.000
O -2.048 1.309 -0.676 0.003
H 0.835 0.408 2.347 0.000
H 2.176 0.290 3.025 0.000
O 1.600 -0.184 2.411 0.002
```

Results
Multiplicity ... 2
LUMO level (spin up / spin down) ... -0.1242 / -0.2983 Eh
Energy above the lowest of the compared OMol25 structures with the same formula, charge and spin ... 7.6 kcal/mol
Expectation value of S² ... 0.75
E_HOMO (spin up / spin down) ... -14.4 / -14.4 eV
Charge ... +1